(1)
Molecular formula: C26H48FGaN3O4S
Method: DFT, ωB97M-V/def2-TZVPD

## Properties
* total charge: -1
* <S²>: 2.01
* frontier orbital gap (alpha / beta): 0.2632 / 0.2273 Ha
* HOMO (alpha / beta): -5.3 / -5.3 eV
* spin multiplicity: 3

CARTESIAN COORDINATES (ANGSTROEM)
C  6.339  1.553  0.814
S  4.845  2.675  0.481
O  3.643  1.741  0.139
O  5.173  3.611  -0.714
Ga  4.318  3.763  2.441
C  2.284  4.181  2.598
C  1.666  3.197  3.798
F  2.143  1.786  3.689
C  5.408  5.494  2.795
C  7.041  5.543  2.453
C  7.823  6.974  2.792
C  6.901  8.187  3.395
N  5.435  8.162  3.722
C  4.749  6.863  3.407
H  7.117  2.125  1.502
H  6.795  1.248  -0.236
H  6.003  0.577  1.379
H  4.668  2.742  3.660
H  2.077  5.287  2.937
H  1.665  3.933  1.633
H  1.978  3.573  4.880
H  0.483  3.176  3.792
H  7.599  4.617  1.984
H  8.983  7.127  2.598
H  7.477  9.207  3.626
H  3.581  6.810  3.653
C  -4.006  1.303  1.320
C  -2.829  2.124  0.719
C  -2.950  2.169  -0.829
C  -2.581  0.852  -1.511
C  -1.211  0.365  -1.055
C  -1.071  0.285  0.488
N  -1.523  1.539  1.178
O  -0.527  2.514  0.984
C  -1.875  -0.930  1.021
C  0.410  -0.086  0.828
C  -3.068  3.570  1.265
H  -4.882  1.932  1.525
H  -4.362  0.516  0.650
H  -3.730  0.847  2.278
H  -2.301  2.958  -1.230
H  -3.975  2.444  -1.119
H  -3.342  0.092  -1.313
H  -2.574  0.998  -2.598
H  -1.018  -0.617  -1.503
H  -0.449  1.040  -1.466
H  -1.872  -0.956  2.117
H  -1.437  -1.875  0.676
H  -2.911  -0.953  0.683
H  1.131  0.622  0.405
H  0.673  -1.069  0.420
H  0.567  -0.129  1.913
H  -2.995  3.597  2.356
H  -4.067  3.932  0.989
H  -2.363  4.302  0.854
C  -0.982  -5.364  -4.225
C  -0.976  -4.759  -2.792
C  -0.872  -5.896  -1.737
C  -2.166  -6.689  -1.563
C  -3.345  -5.762  -1.295
C  -3.488  -4.633  -2.348
N  -2.199  -3.907  -2.601
O  -1.964  -3.062  -1.502
C  -4.030  -5.226  -3.676
C  -4.635  -3.674  -1.888
C  0.350  -3.932  -2.744
H  0.034  -5.481  -4.625
H  -1.427  -6.362  -4.265
H  -1.512  -4.717  -4.933
H  -0.593  -5.474  -0.763
H  -0.064  -6.589  -2.010
H  -2.358  -7.307  -2.445
H  -2.052  -7.386  -0.724
H  -4.263  -6.360  -1.254
H  -3.224  -5.328  -0.295
H  -4.052  -4.468  -4.468
H  -5.057  -5.593  -3.554
H  -3.461  -6.081  -4.039
H  -4.463  -3.258  -0.889
H  -5.594  -4.203  -1.837
H  -4.759  -2.840  -2.590
H  0.332  -3.114  -3.471
H  1.215  -4.566  -2.977
H  0.551  -3.508  -1.752


(2)
Molecular formula: C26H48MoN2O2P2
Method: DFT, ωB97M-V/def2-TZVPD

## Properties
* total charge: +4
* <S²>: 2.02
* frontier orbital gap (alpha / beta): 0.2168 / 0.2511 Ha
* HOMO (alpha / beta): -20.5 / -21.3 eV
* spin multiplicity: 3
* energy above the lowest of the compared OMol25 structures with the same formula, charge and spin: 82.4 kcal per mole

CARTESIAN COORDINATES (ANGSTROEM)
Mo  0.389  0.992  -1.491
C  1.315  0.399  -3.054
O  1.875  -0.019  -4.008
C  0.855  2.448  -0.341
O  1.148  3.229  0.507
P  -1.847  0.847  -1.913
C  -3.141  1.500  -0.655
H  -4.000  1.887  -1.235
C  -1.718  2.140  -3.273
H  -0.861  2.746  -2.918
C  -2.731  -0.699  -2.579
H  -2.923  -1.250  -1.646
C  2.569  -2.918  -0.291
P  1.995  -1.189  0.337
H  3.354  -1.140  2.368
H  1.860  -3.716  0.030
C  3.764  -0.244  -0.015
H  4.405  -1.057  0.370
C  -1.344  1.572  -4.638
H  -2.132  0.935  -5.065
H  -0.404  1.007  -4.632
H  -1.185  2.414  -5.330
C  -2.952  3.045  -3.359
H  -2.802  3.790  -4.149
H  -3.129  3.590  -2.427
H  -3.854  2.474  -3.609
C  -4.050  -0.362  -3.256
H  -4.735  0.205  -2.611
H  -4.569  -1.285  -3.534
H  -3.902  0.210  -4.179
C  -1.812  -1.577  -3.428
H  -2.391  -2.417  -3.818
H  -0.987  -1.985  -2.831
H  -1.379  -1.039  -4.276
C  -3.652  0.380  0.255
H  -4.158  -0.421  -0.287
H  -4.384  0.797  0.952
H  -2.835  -0.060  0.826
C  -2.536  2.649  0.143
H  -1.842  2.278  0.905
H  -3.348  3.178  0.655
H  -1.996  3.384  -0.464
C  3.912  -3.346  0.317
H  3.987  -3.114  1.391
H  4.778  -2.936  -0.211
H  3.947  -4.446  0.226
C  2.514  -2.990  -1.811
H  3.281  -2.402  -2.316
C  1.722  0.221  2.779
H  1.528  -2.665  -2.183
H  2.649  -4.047  -2.097
C  1.592  -2.277  3.006
H  0.645  0.283  2.577
H  1.877  0.296  3.872
H  2.177  1.100  2.319
C  2.257  -1.109  2.262
H  1.792  -2.287  4.099
H  1.956  -3.248  2.632
H  0.491  -2.243  2.903
C  4.076  1.029  0.776
H  3.333  1.820  0.571
H  5.058  1.425  0.468
H  4.134  0.863  1.856
C  4.142  0.045  -1.465
H  3.958  -0.778  -2.162
H  5.219  0.288  -1.521
H  3.601  0.930  -1.849
H  1.226  -2.669  1.038
H  -3.020  1.080  2.762
N  1.199  -0.466  7.264
C  0.411  -0.178  6.444
C  -0.546  0.170  5.427
C  -1.245  -0.832  4.758
C  -2.113  -0.481  3.739
N  -2.318  0.834  3.453
C  -1.612  1.826  4.057
C  -0.742  1.522  5.081
H  -1.112  -1.878  5.026
H  -2.680  -1.216  3.155
H  -1.795  2.846  3.711
H  -0.210  2.310  5.606


(3)
Molecular formula: C26H49BBrINO3S
Method: DFT, ωB97M-V/def2-TZVPD

## Properties
* total charge: +1
* frontier orbital gap: 0.2959 Ha
* HOMO: -11.6 eV
* spin multiplicity: 1

CARTESIAN COORDINATES (ANGSTROEM)
C  0.399  -1.268  0.929
C  0.659  -0.200  0.087
C  2.033  0.570  0.001
B  1.971  1.379  1.443
O  3.060  1.346  2.341
C  0.596  2.163  1.786
C  0.828  3.490  2.614
N  3.269  -0.261  0.230
O  3.391  -1.366  1.022
C  3.223  -2.609  0.286
C  2.631  -3.650  1.325
C  3.155  -5.118  1.089
C  1.964  -6.160  1.289
C  4.419  0.113  -0.313
Br  6.150  -0.718  -0.165
S  4.083  1.628  -1.225
C  2.208  1.407  -1.309
C  1.612  2.856  -1.425
C  2.379  4.013  -0.686
C  3.313  4.873  -1.646
I  3.387  6.951  -1.010
C  2.081  0.727  -2.727
C  0.672  0.227  -3.172
C  -0.378  1.327  -3.579
C  -1.631  1.393  -2.616
C  -2.622  0.219  -2.918
C  -4.040  0.414  -2.229
C  -4.198  -0.489  -0.938
C  -4.236  0.382  0.381
C  -2.843  0.306  1.127
C  -2.940  -0.045  2.653
C  -3.920  -1.221  2.984
O  -3.971  -2.217  1.969
C  -5.204  -2.939  2.036
H  -0.086  -2.162  0.470
H  0.662  -1.241  2.006
H  -0.161  0.189  -0.548
H  2.687  1.576  3.204
H  0.055  2.430  0.848
H  -0.074  1.463  2.358
H  1.321  3.307  3.593
H  1.387  4.214  1.980
H  -0.183  3.929  2.808
H  2.585  -2.509  -0.619
H  4.236  -3.006  0.014
H  3.012  -3.293  2.318
H  1.521  -3.648  1.334
H  3.536  -5.190  0.043
H  3.947  -5.391  1.830
H  1.016  -5.679  1.613
H  1.763  -6.610  0.281
H  2.227  -6.987  1.981
H  1.648  3.116  -2.513
H  0.532  2.924  -1.149
H  2.959  3.723  0.217
H  1.600  4.738  -0.330
H  2.938  4.852  -2.696
H  4.331  4.418  -1.630
H  2.766  -0.166  -2.728
H  2.484  1.386  -3.539
H  0.840  -0.391  -4.096
H  0.164  -0.471  -2.465
H  -0.797  1.054  -4.584
H  0.020  2.359  -3.693
H  -2.173  2.335  -2.900
H  -1.360  1.507  -1.539
H  -2.825  0.255  -4.022
H  -2.218  -0.793  -2.686
H  -4.292  1.487  -2.066
H  -4.783  0.028  -2.977
H  -3.350  -1.220  -0.953
H  -5.136  -1.088  -0.990
H  -4.408  1.446  0.069
H  -5.109  0.098  1.009
H  -2.153  -0.398  0.600
H  -2.371  1.319  1.051
H  -3.201  0.842  3.271
H  -1.916  -0.375  2.975
H  -3.591  -1.697  3.942
H  -4.930  -0.773  3.192
H  -5.182  -3.755  2.803
H  -6.076  -2.270  2.243
H  -5.359  -3.403  1.036


(4)
Molecular formula: C26H50AlF7NO5Si2
Method: DFT, ωB97M-V/def2-TZVPD

## Properties
* total charge: -1
* frontier orbital gap: 0.3360 Ha
* HOMO: -7.7 eV
* spin multiplicity: 1

CARTESIAN COORDINATES (ANGSTROEM)
C  0.173  -5.181  3.238
C  0.485  -6.170  2.093
C  -0.509  -6.066  0.903
C  -0.419  -4.692  0.169
C  -1.637  -4.602  -0.835
C  -2.327  -3.190  -0.692
C  -3.686  -3.235  0.053
C  -3.654  -4.073  1.375
C  -4.527  -3.425  2.503
C  -3.719  -3.071  3.777
C  -3.303  -1.558  3.828
C  -1.881  -1.359  3.254
C  -1.219  -0.014  3.672
C  -1.348  1.073  2.550
C  -0.030  1.277  1.742
C  0.138  2.778  1.332
C  0.703  2.979  -0.124
C  1.893  3.988  -0.091
Si  2.023  5.081  -1.624
C  0.507  6.258  -1.575
O  -0.746  5.569  -1.777
C  -1.475  6.065  -2.812
C  -2.035  5.104  -3.866
O  -1.725  7.200  -2.923
O  3.384  6.105  -1.558
Si  4.854  5.341  -1.377
N  4.975  3.781  -2.274
C  5.636  3.903  -3.533
O  5.250  3.445  -4.502
F  6.791  4.585  -3.576
C  5.613  2.761  -1.496
O  6.602  2.857  -0.929
F  4.952  1.612  -1.500
C  1.856  4.114  -3.272
F  0.639  3.382  -3.206
C  1.749  5.009  -4.532
C  2.842  6.108  -4.633
H  1.004  -5.258  3.962
H  -0.754  -5.456  3.768
H  0.100  -4.134  2.905
H  0.442  -7.231  2.424
H  1.482  -5.956  1.673
H  -0.400  -6.905  0.200
H  -1.540  -6.125  1.300
H  -0.455  -3.872  0.897
H  0.492  -4.634  -0.448
H  -2.357  -5.388  -0.561
H  -1.319  -4.762  -1.874
H  -1.659  -2.477  -0.182
H  -2.466  -2.817  -1.723
H  -4.020  -2.202  0.245
H  -4.398  -3.743  -0.622
H  -2.623  -4.269  1.706
H  -4.092  -5.055  1.140
H  -5.045  -2.532  2.117
H  -5.318  -4.150  2.760
H  -2.846  -3.717  3.951
H  -4.386  -3.207  4.650
H  -3.300  -1.299  4.903
H  -4.073  -0.940  3.339
H  -1.252  -2.178  3.635
H  -1.924  -1.420  2.152
H  -0.150  -0.160  3.904
H  -1.686  0.372  4.593
H  -2.151  0.801  1.842
H  -1.625  2.020  3.043
H  0.075  0.574  0.902
H  0.790  1.042  2.445
H  -0.832  3.289  1.454
H  0.804  3.236  2.084
H  0.986  1.990  -0.513
H  -0.152  3.317  -0.726
H  1.731  4.645  0.785
H  2.820  3.426  0.141
H  0.505  6.873  -0.657
H  0.688  6.986  -2.391
H  -2.953  5.547  -4.274
H  -2.304  4.120  -3.457
H  -1.349  4.963  -4.711
H  5.250  5.083  0.007
H  5.867  6.243  -1.949
H  2.644  3.364  -3.435
H  1.892  4.343  -5.398
H  0.778  5.521  -4.560
H  2.656  6.951  -3.950
H  3.863  5.728  -4.484
H  2.812  6.529  -5.652
F  -0.674  -9.679  2.049
Al  0.583  -10.166  0.971
F  -0.041  -11.284  -0.183
F  1.853  -10.911  1.867
F  1.200  -8.777  0.150


(5)
Molecular formula: C26H50Cl2N3O5SiV
Method: DFT, ωB97M-V/def2-TZVPD

## Properties
* total charge: 0
* <S²>: 2.01
* frontier orbital gap (alpha / beta): 0.3116 / 0.3170 Ha
* HOMO (alpha / beta): -8.0 / -8.1 eV
* spin multiplicity: 3
* energy above the lowest of the compared OMol25 structures with the same formula, charge and spin: 0.0 kcal per mole

CARTESIAN COORDINATES (ANGSTROEM)
C  3.004  -1.886  -3.708
C  2.203  -1.510  -4.912
H  3.275  -2.942  -3.743
H  2.414  -1.746  -2.804
H  3.917  -1.307  -3.609
C  2.215  -2.146  -6.084
C  3.006  -3.346  -6.471
H  1.568  -1.754  -6.865
H  3.086  -4.046  -5.636
H  4.028  -3.067  -6.734
H  2.585  -3.881  -7.316
V  -0.353  -0.108  3.563
Cl  1.128  -0.536  1.857
C  -0.657  2.044  1.669
O  -1.324  1.270  2.380
N  -1.208  2.911  0.820
C  -2.575  2.761  0.363
C  -0.450  4.033  0.309
H  0.430  2.049  1.708
H  -3.098  2.092  1.036
H  -2.591  2.346  -0.644
H  -3.077  3.728  0.350
H  0.525  4.066  0.784
H  -0.970  4.970  0.512
H  -0.311  3.941  -0.768
H  -4.125  2.043  6.711
H  -2.241  2.152  8.699
C  -3.853  0.989  6.764
C  -2.022  1.119  8.428
N  -2.443  0.851  7.069
H  -4.053  0.516  5.811
C  -1.557  0.506  6.134
O  -1.866  0.284  4.949
H  -0.954  0.954  8.522
H  -0.526  0.426  6.472
H  -4.456  0.514  7.539
H  -2.541  0.462  9.127
H  0.601  -4.702  2.340
H  -0.474  -3.206  0.387
C  -0.391  -4.738  2.791
C  -1.390  -3.568  0.850
N  -1.203  -3.651  2.289
H  -0.283  -4.653  3.868
C  -1.583  -2.660  3.085
O  -1.690  -1.472  2.718
H  -2.182  -2.861  0.637
H  -1.838  -2.968  4.102
H  -0.851  -5.697  2.554
H  -1.633  -4.551  0.449
O  0.001  -0.688  -4.323
C  1.306  -0.305  -4.736
C  0.132  0.389  -6.877
C  1.215  0.498  -6.016
H  -0.681  -0.270  -6.614
C  0.095  1.122  -8.056
H  1.751  0.340  -3.971
C  2.262  1.352  -6.352
H  -0.755  1.029  -8.719
C  1.139  1.973  -8.385
C  2.226  2.086  -7.526
H  3.116  1.433  -5.691
H  1.109  2.545  -9.304
H  3.045  2.749  -7.773
Si  -0.903  0.110  -3.164
Cl  0.455  -1.771  4.976
C  -2.655  -0.456  -3.492
C  -0.749  1.968  -3.375
C  -0.390  -0.379  -1.428
H  -2.885  -0.431  -4.557
H  -3.379  0.176  -2.979
H  -2.807  -1.478  -3.147
H  -0.493  -1.453  -1.274
H  -1.015  0.120  -0.686
H  0.645  -0.111  -1.226
H  -0.877  2.265  -4.415
H  0.218  2.337  -3.036
H  -1.513  2.482  -2.792
C  2.152  0.815  6.395
C  2.125  1.183  4.909
C  3.056  0.307  4.074
O  0.799  1.334  4.416
H  1.768  -0.201  6.589
H  1.550  1.546  6.975
H  3.195  0.856  6.774
H  2.573  2.199  4.852
H  2.739  -0.751  4.062
H  3.130  0.711  3.044
H  4.081  0.340  4.502


Which value of spin multiplicity does entry 5 give?
3